Run w
{"formula": "C8H13N3O", "method": "ωB97M-V/def2-TZVPD", "homo_energy_ev": -7.9, "e_lumo_ev": 0.701, "symbols": ["O", "N", "N", "N", "C", "C", "C", "C", "C", "C", "C", "C", "H", "H", "H", "H", "H", "H", "H", "H", "H", "H", "H", "H", "H"], "coordinates": [[-1.19, 2.12, -0.28], [2.12, 0.43, -0.81], [1.79, 0.60, 1.01], [2.12, 1.70, -1.33], [-1.46, 0.57, 2.26], [-1.36, 0.72, -0.28], [-0.78, 0.06, 0.98], [0.01, -2.35, -0.56], [1.36, -1.85, -0.87], [-1.10, -2.74, -0.32], [1.34, -0.43, -1.35], [0.65, 0.33, 1.02], [0.67, -0.17, -2.16], [-0.92, -1.01, 0.91], [2.40, 2.38, -0.57], [2.00, -1.92, 0.02], [-1.39, 1.66, 2.31], [-2.45, 0.54, -0.30], [1.18, 2.01, -1.76], [-1.01, 0.13, 3.15], [1.81, -2.50, -1.65], [-0.23, 2.29, -0.39], [-0.94, 0.26, -1.18], [-2.09, -3.10, -0.11], [-2.53, 0.30, 2.24]]}

---

Run x
{"formula": "C8H13N3O", "method": "ωB97M-V/def2-TZVPD", "homo_energy_ev": -8.3, "e_lumo_ev": 0.718, "symbols": ["O", "N", "N", "N", "C", "C", "C", "C", "C", "C", "C", "C", "H", "H", "H", "H", "H", "H", "H", "H", "H", "H", "H", "H", "H"], "coordinates": [[-0.20, -1.98, 1.31], [-2.37, -1.57, 1.19], [-1.74, -0.67, 2.08], [-1.41, -3.29, -0.19], [-0.49, -0.90, 2.10], [2.59, 0.72, 1.55], [-1.41, -2.32, 0.80], [-0.38, 1.83, -0.65], [1.31, 1.18, 0.89], [-1.02, 1.75, -1.84], [-0.42, 1.01, -2.99], [0.91, 1.20, -0.37], [0.67, 1.75, 1.58], [2.47, 0.83, 2.62], [-0.79, 2.36, 0.19], [-2.02, 2.17, -1.93], [-0.82, 1.37, -3.95], [-0.61, -0.08, -2.97], [0.28, -0.41, 2.71], [3.49, 1.29, 1.26], [0.68, 1.09, -3.04], [-0.71, -4.00, -0.09], [2.84, -0.35, 1.32], [1.46, 0.70, -1.16], [-2.31, -3.68, -0.41]]}

---

It is run w that is the least stable of them.

---

Run w
{"formula": "C6H16O3", "method": "ωB97M-V/def2-TZVPD", "homo_energy_ev": -9.3, "e_lumo_ev": 0.715, "symbols": ["O", "O", "O", "C", "C", "C", "C", "C", "C", "H", "H", "H", "H", "H", "H", "H", "H", "H", "H", "H", "H", "H", "H", "H", "H"], "coordinates": [[1.71, 2.02, -0.18], [0.37, -0.21, -0.89], [1.13, 2.18, 1.90], [1.25, -1.32, -0.98], [2.15, 1.59, 1.28], [-0.95, -0.41, -0.27], [-0.79, -0.66, 1.23], [-1.67, 0.91, -0.53], [-1.67, -1.57, -0.97], [-1.21, -2.53, -0.75], [3.15, 2.05, 1.39], [-1.69, -1.42, -2.05], [0.94, 2.51, 0.65], [2.20, -0.93, -1.35], [-0.26, -1.59, 1.43], [-1.78, -0.75, 1.68], [-2.69, 0.85, -0.14], [1.42, -1.79, -0.01], [-2.70, -1.61, -0.61], [2.18, 0.49, 1.30], [1.21, 1.24, -0.56], [-1.71, 1.12, -1.60], [0.88, -2.07, -1.68], [-1.17, 1.73, -0.02], [-0.27, 0.17, 1.70]]}

---

Run x
{"formula": "C6H16O3", "method": "ωB97M-V/def2-TZVPD", "homo_energy_ev": -9.8, "e_lumo_ev": 0.901, "symbols": ["O", "O", "O", "C", "C", "C", "C", "C", "C", "H", "H", "H", "H", "H", "H", "H", "H", "H", "H", "H", "H", "H", "H", "H", "H"], "coordinates": [[1.77, -0.03, 2.49], [0.27, 0.91, -0.33], [0.42, -0.20, 2.08], [-0.89, 1.69, -0.60], [-0.09, -2.04, -0.85], [-0.98, 2.01, -2.10], [-0.01, -2.55, 0.37], [-0.79, 2.96, 0.24], [1.22, -3.15, 0.96], [-1.67, 3.58, 0.09], [0.36, 0.36, 1.24], [-1.05, 1.09, -2.68], [-0.71, 2.70, 1.29], [0.09, 3.52, -0.05], [2.10, -2.90, 0.37], [0.75, -2.07, -1.52], [-1.04, -1.75, -1.28], [0.21, 0.04, -0.80], [1.35, -2.83, 1.98], [1.12, -4.24, 0.97], [-1.87, 2.61, -2.30], [-0.10, 2.56, -2.41], [-1.78, 1.12, -0.30], [-0.89, -2.59, 1.00], [2.23, -0.81, 2.13]]}

---

It is run x that is the least stable of them.

---

Run w
{"formula": "C2H3O2S2", "method": "ωB97M-V/def2-TZVPD", "homo_energy_ev": -3.2, "e_lumo_ev": 3.656, "total_charge": -1, "symbols": ["S", "S", "O", "O", "C", "C", "H", "H", "H"], "coordinates": [[1.64, 2.44, 0.45], [1.37, -0.03, 0.12], [-0.19, -0.86, 0.22], [2.30, -1.02, 0.78], [-1.35, -0.47, -0.60], [0.89, 1.15, 1.29], [-1.29, -1.19, -1.44], [-1.22, 0.61, -0.85], [-2.14, -0.64, 0.03]]}

---

Run x
{"formula": "C2H3O2S2", "method": "ωB97M-V/def2-TZVPD", "homo_energy_ev": -3.5, "e_lumo_ev": 3.391, "total_charge": -1, "symbols": ["S", "S", "O", "O", "C", "C", "H", "H", "H"], "coordinates": [[-0.56, 0.37, 1.65], [-0.22, -1.84, -0.65], [-1.99, 0.57, 1.91], [0.20, 1.69, 1.65], [-0.31, -0.04, -0.30], [0.96, -0.47, -0.96], [-1.08, 0.22, -0.94], [1.89, -0.33, -0.35], [1.10, -0.16, -2.02]]}

---

Run y
{"formula": "C2H3O2S2", "method": "ωB97M-V/def2-TZVPD", "homo_energy_ev": -4.0, "e_lumo_ev": 3.628, "total_charge": -1, "symbols": ["S", "S", "O", "O", "C", "C", "H", "H", "H"], "coordinates": [[1.04, -1.68, -0.11], [3.09, -3.06, -0.06], [1.15, -0.68, -1.15], [1.13, -1.17, 1.30], [-1.68, 2.12, 0.99], [-0.81, 1.28, 0.95], [-0.31, 0.38, 0.69], [-2.42, 2.90, 1.23], [2.86, -4.31, -0.56]]}

---

It is run w that is the least stable of them.

---

Run w
{"formula": "C4H5NO3S", "method": "ωB97M-V/def2-TZVPD", "homo_energy_ev": -10.7, "e_lumo_ev": 0.316, "symbols": ["S", "O", "O", "O", "N", "C", "C", "C", "C", "H", "H", "H", "H", "H"], "coordinates": [[0.13, -0.96, -0.96], [-2.47, 1.72, -0.22], [0.08, -2.37, -0.70], [0.74, -0.52, -2.17], [-1.47, -0.21, -0.86], [-1.48, 1.01, -0.29], [0.81, -0.09, 0.54], [1.73, -0.74, 1.29], [-0.18, 1.26, 0.42], [0.35, 1.97, -0.06], [2.44, -0.51, 2.11], [-2.30, -0.64, -1.33], [2.07, -1.70, 0.84], [-0.45, 1.77, 1.41]]}

---

Run x
{"formula": "C4H5NO3S", "method": "ωB97M-V/def2-TZVPD", "homo_energy_ev": -9.9, "e_lumo_ev": -0.308, "symbols": ["S", "O", "O", "O", "N", "C", "C", "C", "C", "H", "H", "H", "H", "H"], "coordinates": [[3.56, -0.04, -0.22], [1.37, -1.19, -0.84], [3.62, 0.36, -1.63], [2.78, 0.90, 0.55], [2.03, -1.90, 0.19], [0.39, -0.38, -0.29], [0.41, -0.59, 1.10], [1.41, -1.57, 1.30], [-0.39, 0.51, -1.22], [-0.27, 0.17, -2.30], [1.48, -2.03, 2.28], [0.01, 1.57, -1.26], [-1.47, 0.54, -0.96], [-0.25, -0.17, 1.81]]}

---

It is run x that is the least stable of them.

---

Run w
{"formula": "C4H9NOS2", "method": "ωB97M-V/def2-TZVPD", "homo_energy_ev": -8.7, "e_lumo_ev": 0.722, "symbols": ["S", "S", "O", "N", "C", "C", "C", "C", "H", "H", "H", "H", "H", "H", "H", "H", "H"], "coordinates": [[-1.48, -1.09, 1.81], [-1.48, -3.00, 1.12], [0.85, -1.96, -1.01], [0.84, 0.32, -1.05], [1.11, -0.92, -1.56], [0.29, 0.48, 0.30], [0.31, 1.97, 0.58], [-1.17, -0.05, 0.35], [-0.07, 2.55, -0.27], [-0.17, -3.17, 0.89], [-1.85, 0.80, 0.49], [1.31, 2.32, 0.82], [-1.40, -0.61, -0.54], [0.58, 1.00, -1.75], [-0.34, 2.25, 1.40], [1.65, -0.83, -2.52], [1.01, -0.04, 0.92]]}

---

Run x
{"formula": "C4H9NOS2", "method": "ωB97M-V/def2-TZVPD", "homo_energy_ev": -8.8, "e_lumo_ev": -0.235, "symbols": ["S", "S", "O", "N", "C", "C", "C", "C", "H", "H", "H", "H", "H", "H", "H", "H", "H"], "coordinates": [[3.03, 0.54, -0.79], [2.07, -1.73, 0.77], [-0.56, -0.94, -0.15], [0.02, 1.25, 1.71], [0.00, 1.38, 0.27], [1.79, -0.34, -0.22], [0.35, 0.09, -0.50], [-1.74, -0.96, -0.93], [0.79, -2.08, 0.86], [-2.32, -1.80, -0.58], [0.69, 2.19, -0.05], [0.96, 1.11, 2.04], [-1.51, -1.10, -1.99], [-2.31, -0.04, -0.83], [-1.03, 1.68, -0.05], [0.26, 0.30, -1.59], [-0.49, 0.44, 2.01]]}

---

Run y
{"formula": "C4H9NOS2", "method": "ωB97M-V/def2-TZVPD", "homo_energy_ev": -8.0, "e_lumo_ev": -4.959, "symbols": ["S", "S", "O", "N", "C", "C", "C", "C", "H", "H", "H", "H", "H", "H", "H", "H", "H"], "coordinates": [[-0.16, 0.04, -3.24], [-1.95, 0.18, 2.37], [2.19, 0.67, 1.07], [0.99, -1.36, 0.33], [1.02, 0.17, 1.08], [1.77, -1.09, -0.85], [-1.38, 0.14, 0.55], [-0.08, 0.93, 0.33], [-0.07, 1.91, 0.83], [0.64, -0.17, 2.06], [0.11, 0.98, -0.76], [-2.27, 0.39, -0.10], [2.08, -1.87, -1.58], [-1.27, 0.76, -3.13], [0.55, -0.96, -0.80], [2.56, -0.34, -0.68], [-1.09, -0.94, 0.46]]}

---

It is run y that is the least stable of them.

---

Run w
{"formula": "C6H6N", "method": "ωB97M-V/def2-TZVPD", "homo_energy_ev": -15.1, "e_lumo_ev": -5.634, "total_charge": 1, "symbols": ["N", "C", "C", "C", "C", "C", "C", "H", "H", "H", "H", "H", "H"], "coordinates": [[-0.22, 0.63, -0.06], [-0.07, 3.39, 0.18], [-1.30, -0.27, -0.06], [0.88, -0.06, -0.06], [-0.87, -1.52, -0.08], [0.60, -1.51, 0.08], [-0.04, 2.12, 0.10], [1.08, 3.18, -0.21], [1.02, -2.14, -0.61], [-1.50, -2.48, -0.11], [0.84, -1.69, 1.13], [1.89, 0.20, -0.09], [-2.31, 0.16, -0.22]]}

---

Run x
{"formula": "C6H6N", "method": "ωB97M-V/def2-TZVPD", "homo_energy_ev": [-14.8, -14.8], "e_lumo_ev": [-6.527, -6.527], "total_charge": 1, "symbols": ["N", "C", "C", "C", "C", "C", "C", "H", "H", "H", "H", "H", "H"], "coordinates": [[0.90, 0.16, -1.00], [0.18, -0.89, 1.31], [-0.85, -1.31, 0.39], [-0.27, 2.50, -0.60], [-0.06, 1.24, -0.34], [-0.82, 3.36, -1.21], [-0.12, -0.07, 0.07], [0.72, 0.06, -2.01], [-0.13, -0.27, 2.11], [-1.90, -1.17, 0.69], [1.06, -1.43, 1.42], [-0.56, -2.34, -0.13], [1.84, 0.15, -0.69]]}

---

It is run x that is the least stable of them.

---

Run w
{"formula": "C4H7NOS2", "method": "ωB97M-V/def2-TZVPD", "homo_energy_ev": -8.9, "e_lumo_ev": -0.369, "symbols": ["S", "S", "O", "N", "C", "C", "C", "C", "H", "H", "H", "H", "H", "H", "H"], "coordinates": [[-1.85, 1.64, -0.42], [-2.62, -1.20, -0.40], [-0.62, -0.26, 1.85], [1.13, -0.49, -1.26], [-0.05, 1.61, 0.10], [0.88, -0.78, 0.12], [-1.57, 0.02, -0.18], [-0.35, -0.01, 0.53], [0.36, 2.41, 0.95], [0.76, 1.75, -0.82], [1.65, -0.37, 0.92], [0.75, -1.98, 0.17], [-1.81, -0.70, 1.90], [0.92, -1.70, -2.02], [2.43, 0.07, -1.43]]}

---

Run x
{"formula": "C4H7NOS2", "method": "ωB97M-V/def2-TZVPD", "homo_energy_ev": -8.8, "e_lumo_ev": -0.560, "symbols": ["S", "S", "O", "N", "C", "C", "C", "C", "H", "H", "H", "H", "H", "H", "H"], "coordinates": [[1.23, 1.15, -0.29], [-0.13, -1.69, 1.33], [-1.59, -0.64, -2.01], [0.39, 0.32, -1.40], [2.58, 0.18, 0.19], [-0.81, -0.33, -1.17], [-0.97, -0.53, 0.49], [-2.17, 0.27, 0.89], [2.14, -0.64, 0.89], [0.63, 0.41, -2.35], [-2.10, 1.32, 1.14], [3.31, 1.06, 0.71], [-3.06, -0.16, 0.30], [3.11, -0.47, -0.62], [-2.53, -0.26, 1.90]]}

---

It is run w that is the least stable of them.

---

Run w
{"formula": "C4H7NOS2", "method": "ωB97M-V/def2-TZVPD", "homo_energy_ev": -8.5, "e_lumo_ev": 0.447, "symbols": ["S", "S", "O", "N", "C", "C", "C", "C", "H", "H", "H", "H", "H", "H", "H"], "coordinates": [[0.01, -0.96, 2.10], [-0.27, 1.79, -2.35], [1.88, -0.97, 0.32], [-0.78, -0.52, -0.82], [1.37, -1.47, 1.29], [-0.17, 0.65, 1.43], [-0.40, 0.13, -2.03], [-1.21, 0.48, 0.17], [0.72, 1.18, 1.13], [-1.98, 0.15, 0.90], [-0.11, -0.57, -2.75], [-0.89, 1.14, 2.09], [1.74, -2.54, 1.63], [-0.87, -1.46, -0.86], [-1.56, 1.51, -0.21]]}

---

Run x
{"formula": "C4H7NOS2", "method": "ωB97M-V/def2-TZVPD", "homo_energy_ev": -9.0, "e_lumo_ev": 0.449, "symbols": ["S", "S", "O", "N", "C", "C", "C", "C", "H", "H", "H", "H", "H", "H", "H"], "coordinates": [[0.32, 2.29, 0.44], [1.27, 0.19, -1.66], [0.83, 2.74, -2.04], [-1.31, -1.47, 0.41], [-0.72, 0.68, 0.48], [-0.18, -0.64, 0.76], [1.36, -0.65, -0.07], [0.97, 1.84, -1.16], [1.61, -1.72, -0.12], [-1.11, 0.52, -0.52], [0.00, -0.95, 1.84], [-1.35, -2.55, 0.33], [1.95, -0.08, 0.65], [-2.10, -1.21, -0.54], [-1.55, 1.00, 1.20]]}

---

It is run x that is the least stable of them.